# 1
The following is a quantum chemistry calculation of C23H58B3NO10S as an isolated structure, from OMol25.

```
96
Properties=species:S:1:pos:R:3:mulliken_charge:R:1
C -0.6282 2.3862 -6.8148 -0.7601
O -1.2268 1.3887 -7.6161 -0.4267
C -2.5095 0.9549 -7.2024 -0.4508
C -2.4720 -0.4255 -6.5571 -0.9636
C -1.4869 -0.4319 -5.3929 -0.2134
C -1.4586 -1.7522 -4.6102 -0.6162
C -0.0390 -2.1597 -4.2101 -1.1794
C 0.7345 -1.0783 -3.4577 -0.6017
C 0.3784 -0.9824 -1.9585 -0.4638
C -0.1655 0.4006 -1.5661 -0.2493
C 0.1520 0.7631 -0.0966 -1.1380
B -1.0034 0.4153 0.9001 0.5244
O -2.0589 -0.4175 0.5202 -0.4744
B -3.2681 -0.1479 1.1028 0.4189
O -3.3278 0.8258 2.1002 -0.2566
B -2.1661 0.7565 2.8375 0.5652
N -2.1588 0.4634 4.2706 -0.4978
C -2.7967 -0.5279 4.6372 0.5346
S -3.5963 -1.8126 5.0250 -0.3496
O -0.9698 0.9269 2.1899 -0.4364
H -0.3203 3.2225 -7.4414 0.2860
H 0.2765 1.9995 -6.3453 0.2882
H -1.2873 2.7676 -6.0406 0.3464
H -3.1146 0.8645 -8.1049 0.3472
H -3.0281 1.6627 -6.5648 0.4288
H -2.1295 -1.1370 -7.3045 0.3376
H -3.4699 -0.6933 -6.2178 0.3204
H -0.4975 -0.2829 -5.8150 0.2224
H -1.7007 0.3879 -4.7082 0.2813
H -2.1063 -1.7397 -3.7356 0.3471
H -1.8403 -2.5304 -5.2713 0.4431
H 0.5154 -2.4459 -5.1009 0.4235
H -0.0829 -3.0258 -3.5523 0.4205
H 1.7889 -1.3375 -3.5281 0.3719
H 0.6371 -0.0928 -3.9029 0.2511
H -0.3280 -1.7500 -1.6522 0.1928
H 1.2935 -1.1102 -1.3874 0.4491
H -1.2364 0.4535 -1.7410 0.0921
H 0.3434 1.1427 -2.1745 0.5187
H 1.0486 0.2304 0.2171 0.4184
H 0.3570 1.8278 -0.0076 0.3408
H -4.2689 -0.7049 0.8026 -0.1218
C 1.4320 -1.3721 5.7750 -0.7988
C 1.1948 -2.4340 4.7186 0.4209
O -0.0001 -3.1720 4.9875 -0.5739
H 1.5076 -1.8292 6.7627 0.3078
H 2.3493 -0.8154 5.5736 0.1213
H 0.5961 -0.6678 5.8074 0.3323
H 2.0168 -3.1480 4.6997 -0.1025
H 1.1177 -1.9778 3.7290 0.0507
H -0.7266 -2.5436 4.9906 0.2391
C -3.9986 5.3037 -9.4778 -1.0633
C -3.5586 5.0358 -8.0505 -0.3378
O -3.3423 3.6459 -7.8188 -0.3794
H -4.9145 4.7560 -9.7009 0.2665
H -4.1769 6.3675 -9.6414 0.3562
H -3.2370 4.9679 -10.1853 0.3476
H -4.3266 5.3542 -7.3472 0.2957
H -2.6385 5.5863 -7.8238 0.2644
H -2.6546 3.3520 -8.4259 0.2269
C -6.6226 3.8217 1.0588 -0.9768
C -6.2914 3.4085 2.4818 -0.1946
O -6.0303 2.0132 2.5764 -0.4532
H -7.4897 3.2691 0.6964 0.2544
H -6.8364 4.8900 0.9978 0.3422
H -5.7890 3.5973 0.3886 0.2840
H -7.1301 3.6168 3.1442 0.2999
H -5.4201 3.9650 2.8465 0.2250
H -5.2802 1.8149 2.0069 0.2769
C 5.9046 -2.5430 2.5162 -1.2735
C 4.8087 -1.9553 3.3856 0.3128
O 3.5595 -1.9316 2.6826 -0.4055
H 6.0173 -1.9625 1.5997 0.3446
H 6.8599 -2.5548 3.0436 0.3340
H 5.6571 -3.5673 2.2232 0.2663
H 5.0490 -0.9286 3.6597 0.2033
H 4.6886 -2.5384 4.2999 -0.0063
H 3.3444 -2.8394 2.4519 0.2494
C 3.5747 1.9325 7.4045 -0.9585
C 4.7379 2.3040 6.5051 -0.2784
O 4.7884 1.4610 5.3571 -0.4619
H 3.6595 0.8927 7.7217 0.2229
H 3.5373 2.5690 8.2899 0.3801
H 2.6296 2.0328 6.8652 0.2732
H 5.6835 2.1831 7.0308 0.2739
H 4.6566 3.3473 6.1812 0.2809
H 3.9633 1.5694 4.8759 0.2555
C 5.0114 -6.3460 4.2994 -0.9623
C 5.6323 -5.4516 5.3566 -0.2739
O 4.8160 -4.3128 5.6252 -0.4726
H 4.8566 -5.7890 3.3743 0.1805
H 5.6486 -7.2056 4.0879 0.3570
H 4.0354 -6.7114 4.6272 0.3271
H 6.5959 -5.0728 5.0194 0.2972
H 5.7881 -6.0105 6.2848 0.2837
H 3.9635 -4.6312 5.9369 0.2479
```

Output
HOMO-LUMO gap = 9.83 eV
total charge = 0


# 2
The following is a quantum chemistry calculation of the molecule C19H18N6O4S2, from OMol25.

```
49
Properties=species:S:1:pos:R:3:mulliken_charge:R:1
C -2.6399 3.5004 -1.9106 -1.2116
C -2.3034 3.0315 -0.5489 0.1448
C -1.1256 2.6462 0.0308 0.6528
C -1.5160 2.2760 1.3386 -0.1346
N -2.8082 2.4430 1.5127 -0.8362
O -3.2969 2.9115 0.3420 -0.1165
N -0.7628 1.8147 2.4037 0.0117
C 0.5596 1.5206 2.3911 0.3290
O 1.2955 1.6489 1.4438 -0.5685
C 1.0551 1.0656 3.7680 -0.5825
H 1.5803 1.8877 4.2560 0.3865
H 0.2476 0.7059 4.4033 0.3625
S 2.2902 -0.2571 3.6099 -0.1309
C 1.4095 -1.2856 2.5501 0.4783
N 0.2133 -1.0426 2.1295 -0.2539
N -0.2462 -1.9395 1.2753 -0.2742
C 0.5714 -2.8934 1.0080 0.0582
N 0.3668 -3.9346 0.1482 -0.0255
C -0.1601 -3.9951 -1.1284 -0.2363
O -0.2860 -5.0828 -1.6361 -0.6338
C -0.5018 -2.7232 -1.8679 0.3601
C -1.7556 -1.9874 -1.3857 -0.7613
C -1.5342 -0.5648 -1.8789 0.3396
O -2.3808 0.2863 -2.0127 -0.6077
N -0.2051 -0.4211 -2.1298 0.3980
C 0.4169 0.7793 -2.5167 0.2798
C -0.1866 1.6005 -3.4630 -0.2680
C 0.4213 2.7850 -3.8364 -0.6883
C 1.6341 3.1559 -3.2805 -0.4969
C 2.2398 2.3332 -2.3458 -0.6583
C 1.6396 1.1477 -1.9634 -0.1302
H 2.1092 0.5300 -1.2148 0.2052
H 3.1818 2.6173 -1.9017 0.3927
H 2.1060 4.0815 -3.5742 0.4024
H -0.0521 3.4173 -4.5732 0.4612
H -1.1289 1.3077 -3.8957 0.4347
C 0.5651 -1.6177 -1.8617 -0.8263
H 1.0779 -1.5453 -0.8976 0.1459
H 1.3183 -1.7634 -2.6411 0.4076
H -1.8132 -1.9580 -0.2956 0.3108
H -2.6807 -2.4036 -1.7786 0.4495
H -0.6677 -3.0399 -2.9040 0.6392
H 0.7051 -4.8380 0.4641 0.2973
S 2.1122 -2.7573 1.8995 -0.2142
H -1.3227 1.6131 3.2199 0.2719
H -0.1443 2.6176 -0.3884 0.5289
H -2.9167 2.6350 -2.5111 0.1646
H -3.4849 4.1830 -1.8705 0.4515
H -1.7802 3.9848 -2.3632 0.2913
```

Output
relative energy (zero: lowest compared OMol25 entry of this formula, charge and spin) = 0.7 kcal/mol
HOMO-LUMO gap = 8.70 eV
total charge = 0
SMILES = Cc1cc(NC(=O)CSc2nnc(NC(=O)[C@H]3CC(=O)N(c4ccccc4)C3)s2)no1


# 3
The following is a quantum chemistry calculation of the molecule C4H4N2O3, from OMol25.

```
13
Properties=species:S:1:pos:R:3:mulliken_charge:R:1
C 0.5911 -0.7481 1.1164 0.2110
C -0.2451 0.0397 -0.6156 0.6336
C -0.5333 2.2910 -1.1911 0.1998
C -0.5187 -1.3218 -0.6846 -0.5725
H 1.7323 -0.0027 2.2367 0.3585
H 0.1147 2.4778 -0.2991 0.3648
H -1.0110 -1.9478 -1.4394 0.3861
H -0.1699 -2.6743 0.9351 0.2462
N 0.4761 0.3924 0.4561 -0.5228
N 0.0629 -1.7842 0.5107 0.0146
O 1.2522 -0.8539 2.3177 -0.4978
O -0.7655 0.9603 -1.4590 -0.3532
O -0.9857 3.1716 -1.8838 -0.4684
```

Output
relative energy (zero: lowest compared OMol25 entry of this formula, charge and spin) = 19.6 kcal/mol
HOMO-LUMO gap = 9.07 eV
total charge = 0
SMILES = O=COc1c[nH]c(O)n1


# 4
The following is a quantum chemistry calculation of C16H29AsNOS6Tl as an isolated structure, from OMol25.

```
55
Properties=species:S:1:pos:R:3:mulliken_charge:R:1
Tl 0.5246 -0.1517 0.1233 0.4817
C 2.7348 2.3744 -1.0881 -0.0412
C 1.6999 3.3167 -0.4727 -0.9686
S 0.0894 2.5918 -0.0435 0.1139
C -0.8901 2.8022 -1.5390 -0.8963
C -0.4776 2.0001 -2.7660 -0.7079
S -0.5027 0.2092 -2.4833 0.0799
C 0.7818 -0.2994 -3.6615 -0.7396
C 1.3827 -1.6540 -3.3181 -0.9241
S 2.2479 -1.7139 -1.7393 0.0521
C 3.6973 -0.6693 -2.0457 -0.7402
C 4.2187 -0.0163 -0.7698 -0.8591
S 3.1002 1.0868 0.1230 0.0888
H 3.6424 2.9350 -1.3160 0.5531
H 2.3646 1.9210 -2.0078 -0.3832
H 1.5026 4.1612 -1.1343 0.5014
H 2.0740 3.7176 0.4697 0.4797
H -0.8915 3.8642 -1.7865 0.5098
H -1.9065 2.5473 -1.2325 0.3203
H 0.5159 2.2808 -3.1094 0.4403
H -1.1798 2.2084 -3.5734 0.5027
H 1.5423 0.4798 -3.6883 0.3155
H 0.3150 -0.3455 -4.6458 0.4948
H 2.0619 -1.9663 -4.1112 0.4702
H 0.6084 -2.4194 -3.2425 0.4557
H 3.4589 0.0728 -2.8074 0.4072
H 4.4822 -1.3123 -2.4440 0.5174
H 5.1250 0.5445 -0.9986 0.4907
H 4.4804 -0.7734 -0.0292 0.4562
O 0.6486 0.8454 2.1731 -0.4585
N 0.8390 0.0485 3.2237 0.2318
C 0.5332 0.5697 4.4355 -0.2922
C 0.7095 -0.1567 5.5786 -0.7056
C 1.1910 -1.4618 5.4811 -0.2479
C 1.4682 -1.9841 4.2406 -0.9833
C 1.2998 -1.2173 3.0847 0.9149
S 1.6909 -1.8757 1.5253 -0.2910
H 0.1598 1.5810 4.3994 0.4927
H 0.4686 0.2935 6.5305 0.4398
H 1.3397 -2.0611 6.3685 0.4258
H 1.8259 -2.9973 4.1251 0.4523
C -4.4382 -3.1023 0.6903 -1.0716
As -3.6914 -1.3708 0.3850 0.6984
C -4.6164 -0.1362 1.5130 -1.0272
C -4.0763 -0.8827 -1.4235 -0.9486
S -1.6112 -1.5110 0.8592 -0.3797
H -5.5182 -3.0535 0.5590 0.4109
H -4.1963 -3.4073 1.7056 0.3751
H -4.0019 -3.8035 -0.0168 0.3701
H -5.6889 -0.2777 1.3850 0.4244
H -4.3407 0.8800 1.2415 0.3376
H -4.3341 -0.3326 2.5442 0.3517
H -5.1459 -1.0046 -1.5912 0.4329
H -3.5194 -1.5306 -2.0958 0.3264
H -3.7981 0.1564 -1.5836 0.2495
```

Output
HOMO-LUMO gap = 6.89 eV
total charge = +2


| no. | molecular weight (g mol⁻¹) | largest force on an atom (eV Å⁻¹) | electronic energy (eV) |
| --- | --- | --- | --- |
| 1 | 573.217 | 2.3 | -59626.93679 |
| 2 | 458.525 | 1.8 | -58796.03211 |
| 3 | 128.087 | 2.0 | -13335.01128 |
| 4 | 723.121 | 0.3 | -151129.29642 |